# 1
Density functional theory data (ωB97M-V/def2-TZVPD) for 8 unconnected molecules or ions with the total composition C54H62FN8O6 in a non-equilibrium geometry.

Output
Net charge = +1
DFT total energy = -3083.983139 Eh
Frontier orbital gap = 5.972 eV

Cartesian coordinates (Å):
C -1.940 -2.206 -0.027
C -1.389 -1.011 0.693
O -0.398 -1.097 1.364
O -2.123 0.119 0.568
C -1.352 1.327 0.438
C -1.382 1.881 -0.975
C -2.756 2.349 -1.442
C -3.363 3.475 -0.610
C -4.780 3.824 -1.079
C -5.658 2.623 -0.740
O -7.054 2.974 -0.673
C -7.818 2.063 -0.064
O -8.838 2.346 0.477
C -7.300 0.649 -0.129
C -6.619 0.132 0.964
C -6.109 -1.135 0.865
N -6.265 -1.831 -0.264
C -6.946 -1.370 -1.333
C -7.041 -2.302 -2.514
O -6.192 -1.909 -3.578
C -4.866 -2.064 -3.227
C -3.994 -0.864 -3.366
O -4.459 -3.114 -2.829
C -7.487 -0.096 -1.301
C -8.238 0.499 -2.457
C -9.755 0.353 -2.243
F -10.377 0.174 -3.452
H -2.475 -1.947 -0.934
H -2.671 -2.673 0.638
H -1.166 -2.943 -0.191
H -0.323 1.231 0.771
H -1.806 2.061 1.098
H -0.691 2.725 -1.001
H -0.965 1.137 -1.655
H -3.402 1.473 -1.512
H -2.660 2.718 -2.462
H -3.424 3.151 0.431
H -2.727 4.356 -0.622
H -4.782 3.910 -2.164
H -5.153 4.722 -0.599
H -5.299 2.243 0.215
H -5.498 1.884 -1.524
H -6.499 0.726 1.854
H -5.550 -1.573 1.676
H -5.839 -2.757 -0.284
H -8.063 -2.337 -2.876
H -6.793 -3.305 -2.161
H -4.436 -0.077 -3.973
H -3.725 -0.494 -2.378
H -3.064 -1.141 -3.852
H -7.988 1.548 -2.582
H -7.977 -0.012 -3.379
H -10.158 1.246 -1.768
H -9.987 -0.487 -1.587
N 3.654 0.826 4.389
C 4.265 -0.334 4.622
C 3.797 -1.556 4.165
C 2.625 -1.576 3.426
C 1.971 -0.381 3.174
C 2.529 0.786 3.677
H 5.178 -0.271 5.205
H 4.339 -2.467 4.382
H 2.225 -2.510 3.051
H 1.052 -0.358 2.600
H 2.055 1.747 3.502
N -3.169 1.360 -6.150
C -2.705 2.606 -6.045
C -1.519 3.039 -6.615
C -0.765 2.124 -7.333
C -1.228 0.825 -7.454
C -2.431 0.492 -6.849
H -3.324 3.290 -5.475
H -1.195 4.064 -6.499
H 0.169 2.422 -7.794
H -0.671 0.082 -8.008
H -2.830 -0.515 -6.927
N -2.494 -2.227 -8.220
C -3.044 -2.899 -9.231
C -2.591 -4.131 -9.674
C -1.502 -4.700 -9.036
C -0.913 -4.017 -7.984
C -1.447 -2.792 -7.617
H -3.892 -2.417 -9.705
H -3.080 -4.631 -10.499
H -1.116 -5.660 -9.353
H -0.061 -4.424 -7.458
H -1.018 -2.225 -6.796
N 9.101 -0.350 3.083
C 9.780 0.796 3.019
C 9.190 2.034 2.803
C 7.815 2.083 2.640
C 7.092 0.902 2.700
C 7.780 -0.279 2.924
H 10.853 0.711 3.150
H 9.792 2.928 2.768
H 7.315 3.028 2.470
H 6.017 0.897 2.578
H 7.252 -1.226 2.982
N 10.994 4.140 4.495
C 10.821 3.732 5.751
C 10.684 4.592 6.829
C 10.732 5.956 6.591
C 10.913 6.401 5.292
C 11.036 5.455 4.285
H 10.792 2.658 5.894
H 10.544 4.200 7.827
H 10.631 6.661 7.406
H 10.957 7.456 5.062
H 11.176 5.760 3.254
N 10.503 0.312 8.281
C 9.644 0.119 9.280
C 8.316 -0.235 9.095
C 7.853 -0.391 7.799
C 8.731 -0.191 6.746
C 10.040 0.155 7.042
H 10.048 0.255 10.278
H 7.664 -0.382 9.945
H 6.822 -0.665 7.612
H 8.412 -0.302 5.719
H 10.765 0.316 6.251
N -3.710 -4.174 0.711
C -4.189 -4.873 -0.318
C -3.795 -6.162 -0.631
C -2.841 -6.763 0.173
C -2.327 -6.055 1.248
C -2.793 -4.770 1.475
H -4.928 -4.357 -0.918
H -4.222 -6.677 -1.480
H -2.502 -7.770 -0.035
H -1.581 -6.488 1.899
H -2.421 -4.183 2.307

# 2
Density functional theory data (ωB97M-V/def2-TZVPD) for a molecular structure, C5H8NaO4 in a non-equilibrium geometry.

Output
DFT total energy = -658.501115 Eh
Energy relative to the best compared isomer or geometry (same formula, charge and spin) = 0.00 kcal/mol
Frontier orbital gap (alpha / beta) = 6.215 / 6.207 eV
Multiplicity = 2

Cartesian coordinates (Å):
C -3.071 -0.981 1.095
C -2.916 -0.297 -0.265
O -2.299 0.926 -0.176
H -3.662 -1.907 1.017
H -2.081 -1.224 1.514
H -3.556 -0.300 1.812
H -3.933 -0.197 -0.712
H -2.382 -1.009 -0.941
Na -0.395 2.082 -0.670
O 1.540 -1.459 0.981
C 1.623 -0.240 0.492
C 1.247 -2.408 -0.060
O 1.531 0.778 1.124
O 1.508 -0.264 -0.856
C 1.122 -1.527 -1.256
H 0.320 -2.938 0.203
H 2.074 -3.132 -0.123
H 1.260 -1.764 -2.307

# 3
Density functional theory data (ωB97M-V/def2-TZVPD) for a gas-phase ion, C2H5N2S3 (charge +1) in a non-equilibrium geometry.

Output
Net charge = +1
SMILES string = N/C=C(/S)S[NH+]=S
DFT total energy = -1382.921912 Eh
Energy relative to the best compared isomer or geometry (same formula, charge and spin) = 54.26 kcal/mol
Frontier orbital gap (alpha / beta) = 6.043 / 7.155 eV

Cartesian coordinates (Å):
N -0.280 -1.683 0.045
C -0.829 -0.534 -0.315
C -0.583 0.724 0.121
S -1.863 1.902 -0.517
S 0.676 1.530 0.927
N 2.168 0.839 0.464
S 2.507 -0.260 -0.659
H 0.668 -1.790 0.545
H -0.825 -2.433 -0.333
H -1.645 -0.702 -1.143
H -2.920 1.105 -0.087
H 2.926 1.302 0.951

# 4
Density functional theory data (ωB97M-V/def2-TZVPD) for C5H7NO in the gas phase.

Output
SMILES string = C[C@H]1C=CNC1=O
DFT total energy = -324.720851 Eh
Energy relative to the best compared isomer or geometry (same formula, charge and spin) = 2.27 kcal/mol
Frontier orbital gap = 9.660 eV

Cartesian coordinates (Å):
C -1.730 0.178 0.242
C -0.426 0.243 -0.563
C 0.623 1.162 0.009
C 1.675 0.433 0.387
N 1.478 -0.928 0.100
C 0.246 -1.132 -0.490
O -0.216 -2.202 -0.825
H -2.251 1.140 0.234
H -1.515 -0.087 1.283
H -2.386 -0.589 -0.178
H -0.651 0.479 -1.610
H 0.531 2.237 0.094
H 2.616 0.755 0.817
H 2.004 -1.687 0.501

# 5
Density functional theory data (ωB97M-V/def2-TZVPD) for 2 unconnected molecules or ions with the total composition C4H11N3O2 in a non-equilibrium geometry.

Output
SMILES string = [H]/N=C(/N)NC.CC(=O)O
DFT total energy = -473.762499 Eh
Energy relative to the best compared isomer or geometry (same formula, charge and spin) = 25.27 kcal/mol
Frontier orbital gap = 9.805 eV

Cartesian coordinates (Å):
H 1.284 1.739 -0.694
N 1.914 1.000 -0.404
C 1.927 0.824 0.841
N 2.593 -0.258 1.434
N 1.248 1.565 1.771
C 0.793 2.910 1.460
H 2.514 -1.000 0.741
H 3.590 -0.112 1.477
H 1.282 1.212 2.711
H 0.554 3.453 2.369
H -0.071 2.832 0.806
H 1.643 3.458 1.046
C -1.365 -0.868 -0.329
C -2.042 -1.749 -1.327
O -1.861 -2.907 -1.511
O -2.987 -1.102 -2.102
H -0.460 -0.376 -0.671
H -1.156 -1.492 0.543
H -2.041 -0.111 0.053
H -3.300 -0.295 -1.684

# 6
Density functional theory data (ωB97M-V/def2-TZVPD) for 2 unconnected molecules or ions with the total composition C4H10INO2 in a non-equilibrium geometry.

Output
SMILES string = C=C(I)OC.CON
DFT total energy = -661.177661 Eh
Energy relative to the best compared isomer or geometry (same formula, charge and spin) = 22.25 kcal/mol
Frontier orbital gap = 9.321 eV

Cartesian coordinates (Å):
C 0.267 1.830 -0.612
C -0.329 1.780 0.550
I -2.292 2.374 0.865
O 0.286 1.558 1.758
C 1.389 0.631 1.672
H 1.342 1.734 -0.896
H -0.372 1.889 -1.472
H 1.100 -0.349 1.248
H 1.846 0.619 2.650
H 2.228 1.184 1.132
C -1.678 -1.640 -0.660
O -0.565 -2.104 -1.444
N 0.587 -1.339 -1.145
H -2.041 -0.684 -0.888
H -1.534 -1.912 0.366
H -2.607 -2.245 -0.828
H 1.232 -1.435 -1.948
H 1.143 -1.890 -0.348